The following is a quantum chemistry calculation of 3 unconnected molecules or ions with the total composition C3H13NO2S2 at a distorted geometry, from the Open Molecules 2025 dataset.

Structure (ORCA input):
```
! RIJCOSX wB97M-V def2-TZVPD def2/J DEFGRID3
* xyz -1 2
S -2.50 -1.89 -2.39
S -0.65 -1.17 -1.94
C -0.86 0.28 -0.86
C -1.58 -0.03 0.51
N -1.04 -1.23 1.07
C 0.14 -1.19 1.91
H -2.66 -1.53 -3.72
H 0.13 0.70 -0.67
H -1.40 1.08 -1.37
H -2.68 -0.12 0.39
H -1.50 0.90 1.11
H -1.79 -1.67 1.58
H 1.02 -1.62 1.42
H 0.06 -1.74 2.84
H 0.36 -0.11 2.01
H 2.47 -0.40 -0.09
H 2.32 0.97 0.60
O 2.94 0.21 0.49
H 2.63 2.06 -0.92
H 2.36 3.58 -1.32
O 2.24 2.91 -0.65
*
```

Summary:
lowest unoccupied orbital energy (alpha / beta) = 2.8 / 2.8 eV
highest occupied orbital energy (alpha / beta) = 0.6 / -4.8 eV
energy above the lowest of the compared OMol25 structures with the same formula, charge and spin = 47.7 kcal/mol
F_max = 2.72 eV/A